This record from OMol25 describes C56H46OPPtS3Sb as an isolated structure in a non-equilibrium geometry. The level of theory is ωB97M-V/def2-TZVPD.

Structure (XYZ):
```
109
Properties=species:S:1:pos:R:3:lowdin_charge:R:1
Pt 0.706 -0.073 0.542 0.81
C -5.392 -0.250 2.985 -0.08
C -4.642 0.905 2.810 -0.09
C -3.298 0.813 2.494 -0.10
C -2.694 -0.435 2.361 -0.33
C -3.450 -1.593 2.529 -0.07
C -4.797 -1.494 2.846 -0.07
P -0.910 -0.487 2.059 0.98
C -0.448 -2.239 2.218 -0.36
C -0.683 -3.070 1.125 -0.12
C -0.346 -4.411 1.176 -0.08
C 0.250 -4.930 2.318 -0.07
C 0.497 -4.106 3.405 -0.07
C 0.136 -2.766 3.363 -0.07
C -0.241 0.349 3.515 -0.31
C -0.716 0.275 4.798 -0.07
C -0.086 1.024 5.815 -0.06
C 0.962 1.857 5.510 -0.02
C 1.451 1.970 4.186 -0.17
C 2.531 2.816 3.825 -0.04
C 2.958 2.845 2.528 -0.06
C 2.341 2.045 1.531 -0.10
C 1.274 1.237 1.842 -0.33
C 0.836 1.187 3.193 -0.22
H -6.444 -0.178 3.232 0.11
H -5.105 1.877 2.913 0.11
H -2.708 1.715 2.378 0.12
H -2.990 -2.566 2.427 0.10
H -5.377 -2.395 2.994 0.11
H -1.128 -2.668 0.222 0.08
H -0.526 -5.046 0.318 0.11
H 0.533 -5.974 2.356 0.11
H 0.983 -4.500 4.288 0.11
H 0.340 -2.130 4.214 0.10
H -1.561 -0.360 5.038 0.12
H -0.443 0.948 6.832 0.10
H 1.425 2.458 6.284 0.11
H 3.004 3.422 4.587 0.11
H 3.798 3.466 2.245 0.11
H 2.750 2.057 0.527 0.06
O 1.877 -1.683 -0.015 -0.35
C 3.243 -1.855 0.106 -0.63
C 3.656 -2.973 -0.845 -0.52
C 2.943 -4.116 -1.060 -0.13
C 3.607 -5.023 -1.926 -0.18
C 4.815 -4.549 -2.343 -0.42
S 5.141 -3.004 -1.696 1.05
C 3.986 -0.580 -0.254 -0.50
C 5.082 -0.001 0.309 -0.11
C 5.466 1.206 -0.341 -0.17
C 4.648 1.515 -1.385 -0.41
S 3.417 0.348 -1.588 1.02
C 3.599 -2.258 1.538 -0.44
C 3.310 -1.567 2.680 -0.13
C 3.787 -2.206 3.853 -0.18
C 4.441 -3.371 3.576 -0.42
S 4.467 -3.689 1.902 1.07
H 1.975 -4.276 -0.611 0.10
H 3.210 -5.983 -2.222 0.10
H 5.518 -5.021 -3.008 0.06
H 5.587 -0.420 1.166 0.12
H 6.308 1.813 -0.041 0.10
H 4.710 2.364 -2.046 0.07
H 2.773 -0.632 2.682 0.09
H 3.654 -1.813 4.850 0.10
H 4.897 -4.057 4.269 0.06
C -3.311 0.600 -4.631 -0.07
C -1.850 0.504 -4.985 -0.30
C -1.542 0.341 -6.338 -0.06
C -0.242 0.259 -6.795 -0.08
C 0.805 0.331 -5.886 -0.09
C 0.515 0.478 -4.542 -0.15
C -0.800 0.577 -4.066 -0.31
Sb -0.706 0.924 -1.940 1.53
C -0.361 3.026 -2.087 -0.31
C 0.883 3.394 -1.578 -0.15
C 1.339 4.704 -1.620 -0.08
C 0.534 5.674 -2.188 -0.08
C -0.692 5.318 -2.729 -0.05
C -1.155 4.006 -2.709 -0.29
C -2.440 3.696 -3.423 -0.05
C -2.726 0.835 -1.244 -0.37
C -3.345 1.937 -0.660 -0.15
C -4.671 1.882 -0.262 -0.10
C -5.382 0.700 -0.405 -0.09
C -4.753 -0.422 -0.919 -0.04
C -3.427 -0.373 -1.343 -0.33
C -2.793 -1.598 -1.944 -0.06
H -3.789 1.386 -5.220 0.09
H -3.486 0.822 -3.584 0.04
H -3.825 -0.334 -4.869 0.09
H -2.360 0.283 -7.049 0.11
H -0.044 0.140 -7.852 0.10
H 1.833 0.266 -6.217 0.10
H 1.343 0.513 -3.840 0.05
H 1.516 2.633 -1.135 0.03
H 2.306 4.957 -1.208 0.10
H 0.860 6.705 -2.223 0.10
H -1.306 6.077 -3.200 0.11
H -3.013 4.606 -3.599 0.08
H -3.071 2.998 -2.880 0.05
H -2.222 3.246 -4.395 0.08
H -2.791 2.861 -0.534 0.10
H -5.147 2.757 0.161 0.11
H -6.418 0.645 -0.098 0.11
H -5.303 -1.351 -1.015 0.11
H -3.355 -2.496 -1.691 0.09
H -1.765 -1.738 -1.599 0.04
H -2.748 -1.527 -3.033 0.07
```

total energy	-112443.8866	eV
E_HOMO	-7.26	eV
max |F|	1.68	eV Å⁻¹
relative energy (zero: lowest compared OMol25 entry of this formula, charge and spin)	126.7	kJ/mol